C44H57CaN6Sb as an isolated structure. Source: OMol25; level of theory: ωB97M-V/def2-TZVPD.

Values from the calculation:
* molecular weight: 831.8 g/mol
* LUMO energy: 0.7 eV
* HOMO level: -0.2309 Ha
* total energy: -2957.31071 hartree

Element x y z (Å)
Ca -0.196587 -0.184670 -0.358296
C 3.297111 -6.730222 0.257713
C 2.280610 -5.621456 0.189277
C 0.924848 -5.878133 -0.010340
C 0.005969 -4.856628 -0.131191
C 0.356701 -3.493729 -0.035997
N -0.554834 -2.474175 -0.225644
C -1.867453 -2.660980 0.157626
C -2.264455 -3.317300 1.341268
C -3.569127 -3.309451 1.786550
C -4.582797 -2.640233 1.093866
C -5.987338 -2.562531 1.631302
C -4.227520 -2.031929 -0.095905
C -2.917217 -2.066391 -0.570675
N -2.713489 -1.605349 -1.917796
C -3.440382 -2.009303 -2.979684
C -2.915791 -1.410964 -4.099906
C -1.844238 -0.653699 -3.612241
N -1.715494 -0.771761 -2.296339
C 1.726089 -3.255946 0.185292
C 2.653079 -4.291923 0.270658
N 2.256875 -1.928256 0.364099
C 3.197594 -1.573262 1.264397
C 3.616460 -0.298738 0.964554
C 2.863674 0.054920 -0.161222
N 2.042832 -0.927879 -0.529727
H 2.885049 -7.613687 0.747560
H 4.183188 -6.423399 0.815146
H 3.627284 -7.035340 -0.738858
H 0.582436 -6.905153 -0.093042
H -1.033415 -5.098926 -0.315420
H -1.501210 -3.811138 1.929321
H -3.807266 -3.815282 2.717771
H -6.184696 -3.376694 2.330356
H -6.727371 -2.623403 0.830936
H -6.157751 -1.624188 2.165262
H -4.976880 -1.518921 -0.690052
H -4.251814 -2.706026 -2.847511
H -3.246882 -1.515204 -5.119090
H -1.150641 -0.046330 -4.168889
H 3.699768 -4.035711 0.398794
H 3.485601 -2.256216 2.047320
H 4.337420 0.297483 1.496367
H 2.860961 0.982242 -0.712959
C 0.006096 6.002627 2.973517
C 0.194566 4.950702 1.909632
C 0.692579 5.297454 0.659780
C 0.890412 4.304127 -0.294430
C 1.502924 4.648401 -1.624960
C 0.568091 2.991251 0.006661
C 0.057548 2.576624 1.269147
C -0.110009 3.628504 2.202761
N -0.198784 1.242459 1.464890
C -0.433531 0.733973 2.814874
C -0.465366 -0.796413 2.689880
C -0.642813 -1.500312 4.037601
C 0.498254 -1.100623 4.977871
C 0.499314 0.422084 5.147671
C -0.843734 0.874736 5.732832
C -1.987953 0.450656 4.804381
C -1.979313 -1.071311 4.646669
C -1.802201 1.110123 3.431663
C 0.710720 1.084935 3.782058
H 0.098200 7.007398 2.560704
H 0.754018 5.897300 3.762990
H -0.975827 5.917099 3.442076
H 0.947736 6.327850 0.435190
H 1.827639 5.688996 -1.650927
H 0.802947 4.504093 -2.449881
H 2.377660 4.023274 -1.819970
H 0.793987 2.248431 -0.759727
H -0.468618 3.416879 3.197878
H 0.466369 -1.141180 2.219434
H -1.304969 -1.072267 2.041435
H -0.637525 -2.583060 3.882273
H 1.459645 -1.429169 4.566110
H 0.375252 -1.596051 5.947226
H 1.308396 0.716975 5.821794
H -0.846898 1.963636 5.855423
H -0.986814 0.437991 6.726889
H -2.942565 0.769471 5.232556
H -2.803306 -1.384585 3.995552
H -2.124973 -1.557547 5.617640
H -1.925174 2.185948 3.526303
H -2.582597 0.770853 2.740158
H 1.644177 0.733509 3.327214
H 0.807777 2.168154 3.899871
C 4.315616 2.007313 -4.614929
C 2.940967 2.674734 -4.626095
Sb 1.402780 1.355169 -3.916395
C -0.271331 2.694010 -4.232631
C -0.045173 3.879656 -5.168127
C 1.315699 0.178285 -5.710865
C 0.856098 0.888024 -6.979774
H 5.087145 2.671803 -5.010878
H 4.331851 1.098465 -5.222521
H 4.617068 1.722960 -3.603899
H 2.667021 2.992424 -5.634341
H 2.931353 3.565956 -4.001713
H -0.539467 3.042987 -3.231738
H -1.119874 2.094307 -4.568969
H 0.790625 4.502675 -4.843054
H -0.928548 4.522501 -5.202329
H 0.169611 3.561443 -6.188255
H 0.683934 -0.687155 -5.500012
H 2.327999 -0.220521 -5.822196
H -0.186089 1.204504 -6.901843
H 0.933302 0.233119 -7.851427
H 1.449182 1.779227 -7.193372

Forces on the atoms, in the same order (eV/Å):
-0.3991 0.1398 -0.2399
0.0098 -0.0147 0.0096
0.0065 -0.0026 -0.0137
-0.0340 -0.0112 -0.0072
-0.0230 -0.0158 -0.0119
-0.1721 0.0692 -0.0632
0.2022 -0.3189 0.1671
0.0645 0.0095 -0.0982
0.0008 0.0327 0.0089
-0.0170 -0.0128 0.0359
0.0421 -0.0285 0.0399
-0.0229 -0.0277 -0.0022
0.0025 0.0275 -0.0069
-0.0546 0.0467 -0.1900
0.1983 -0.0397 0.0692
-0.0022 -0.0363 0.0772
0.0368 0.0292 -0.0011
0.0744 -0.0018 -0.0404
-0.3844 0.0231 0.1949
0.1383 0.1480 0.0642
0.0057 0.0270 0.0131
-0.0958 -0.0340 -0.1567
-0.0422 -0.1107 -0.0028
-0.0205 0.0190 -0.0216
-0.0124 -0.0766 0.0688
0.4994 -0.1656 0.1425
-0.0057 0.0201 -0.0043
-0.0198 0.0096 -0.0092
-0.0250 0.0199 0.0116
0.0130 0.0349 0.0029
0.0078 0.0035 0.0049
0.0101 -0.0055 -0.0101
0.0021 0.0260 -0.0442
0.0190 0.0252 -0.0281
0.0370 0.0150 0.0149
0.0192 -0.0146 -0.0130
0.0048 -0.0168 0.0044
0.0335 0.0361 -0.0250
0.0198 0.0039 0.0523
-0.0443 0.0148 0.0244
-0.0287 -0.0065 -0.0043
-0.0025 0.0457 -0.0288
-0.0212 -0.0143 -0.0226
0.0000 0.0246 0.0197
-0.0012 -0.0020 0.0055
-0.0174 -0.0349 0.0179
0.0069 0.0294 -0.0173
-0.0218 -0.0402 0.0662
0.0378 0.0438 -0.0740
-0.0305 0.0091 0.0788
0.0501 -0.1030 -0.0793
-0.0216 0.0612 -0.0147
-0.0474 0.3387 -0.0362
-0.0538 -0.0080 -0.0046
0.1283 -0.0425 0.0601
-0.0218 0.0620 -0.0109
-0.0042 -0.0020 -0.0053
-0.0324 -0.0146 -0.0467
0.0020 0.0131 -0.0030
0.0552 -0.0050 -0.0198
-0.0181 -0.0115 0.0138
-0.0114 -0.0102 -0.0868
0.0608 0.0173 0.1003
0.0012 -0.0172 -0.0113
-0.0003 -0.0079 -0.0061
0.0050 -0.0033 -0.0013
-0.0125 -0.0316 0.0130
-0.0004 -0.0139 0.0182
-0.0084 -0.0007 0.0196
0.0093 -0.0133 -0.0100
-0.0140 -0.0963 -0.0182
-0.0929 0.0560 -0.0687
-0.0276 0.0354 0.0089
0.0497 0.0158 -0.0089
0.0183 -0.0222 0.0083
-0.0264 0.0127 -0.0036
-0.0076 0.0186 -0.0103
0.0113 -0.0082 0.0128
0.0027 -0.0217 -0.0052
-0.0007 -0.0057 -0.0077
-0.0086 0.0065 -0.0020
0.0220 0.0089 0.0087
0.0049 0.0134 -0.0054
0.0301 0.1004 -0.0024
-0.0051 -0.0040 0.0098
0.0114 0.0030 0.0090
0.0343 -0.2494 0.0490
0.0120 -0.0079 0.0135
0.1341 -0.0479 -0.1363
-0.0621 0.1439 0.3430
-0.0836 0.0612 -0.0343
0.0143 0.0316 0.0284
-0.0198 -0.1403 -0.1227
-0.0186 0.0037 -0.0108
-0.0319 0.0010 0.0069
-0.0215 0.0406 0.0115
-0.0284 0.0142 -0.0163
0.0266 -0.0171 0.0211
0.0204 0.0367 0.0544
-0.0136 -0.0157 -0.0463
0.0229 0.0069 -0.0524
-0.0269 -0.0353 0.0203
0.0012 -0.0311 -0.0011
-0.0096 -0.0233 0.0014
0.0007 0.0071 -0.0178
-0.0181 0.0315 -0.0468
0.0063 0.0033 0.0105
-0.0075 -0.0040 0.0294
0.0278 -0.0311 0.0231

Atom charges from the Mulliken analysis, given in e for atoms 1 to 99: 2.031, -1.527, 0.501, -1.093, -0.405, 0.290, 0.005, 0.174, 0.226, -0.984, 0.744, -1.674, -0.595, -0.278, 0.295, 0.087, -1.747, -0.564, -0.448, -0.307, -0.444, 0.771, -0.190, -1.352, -0.044, -0.965, 0.375, 0.374, 0.282, 0.377, 0.387, 0.588, 0.260, 0.397, 0.399, 0.284, 0.545, 0.484, 0.445, 0.657, 0.513, 0.566, 0.471, 0.550, -1.700, -0.033, -1.047, 0.434, -0.958, 0.503, 0.881, -0.508, 0.139, 2.410, -0.898, 0.751, -1.491, 0.304, -1.461, 0.330, -1.605, -1.126, -0.850, 0.388, 0.320, 0.356, 0.284, 0.303, 0.061, 0.185, -0.869, 0.424, -1.391, -0.395, 0.364, 0.341, 0.574, 0.264, 0.530, 0.577, 0.327, 0.286, 0.556, 0.535, 0.421, 0.199, 0.688, -1.276, -0.731, 0.221, -0.655, -1.348, -0.880, -1.098, 0.367, 0.291, 0.299, 0.443, 0.417

A 6-piece molecular cluster, C18H35Cl9O9 overall at a distorted geometry. Source: OMol25; level of theory: ωB97M-V/def2-TZVPD.

Values from the calculation:
* molecular weight: 714.5 g/mol
* LUMO energy: 0.4 eV
* SMILES string: COCCOCCOC.COCCOCCOC.ClC(Cl)Cl.ClC(Cl)Cl.ClC(Cl)Cl.O=C1OCCO1
* HOMO level: -0.3482 Ha
* total energy: -5525.54601 hartree

Element x y z (Å)
C 8.836115 5.790220 11.153950
Cl 7.531915 6.691340 10.464680
Cl 9.330425 4.437830 10.117970
Cl 8.584275 5.302320 12.881190
H 9.706955 6.445770 11.151570
C 15.257915 10.703540 14.496380
Cl 16.466545 9.447910 14.297600
Cl 13.767515 10.302690 13.624810
Cl 15.994385 12.284320 14.087590
H 14.966215 10.809780 15.541240
C 13.233845 7.071050 11.983560
Cl 11.732445 6.886340 12.965620
Cl 13.007095 6.283800 10.360940
Cl 14.595465 6.204510 12.644400
H 13.448415 8.138080 11.924310
C 22.013845 12.541760 11.811320
O 21.488105 11.216090 12.058360
C 20.617225 10.827130 10.994900
C 19.728855 9.642020 11.419170
O 18.655815 9.439080 10.518130
C 17.726505 8.350940 10.876910
C 16.433245 8.382880 9.972630
O 15.455695 9.291620 10.374750
C 15.865495 10.656620 10.243160
H 22.578235 12.547220 10.878830
H 22.595745 12.912160 12.655290
H 21.258265 13.313490 11.664260
H 21.280835 10.419620 10.232240
H 20.044045 11.654290 10.576130
H 19.220765 9.920220 12.342510
H 20.358955 8.752620 11.412410
H 17.486495 8.484330 11.931760
H 18.213795 7.376510 10.843360
H 15.931495 7.460940 10.266530
H 16.651835 8.517500 8.913290
H 15.003865 11.309990 10.106030
H 16.481835 10.814780 9.358170
H 16.467205 11.083530 11.045520
C 13.613005 7.523150 16.070740
O 12.870655 8.727000 16.007390
C 11.929175 8.870270 17.046710
C 12.579235 8.929380 18.491240
O 12.858025 7.692390 19.125510
C 13.851885 7.671460 20.216240
C 13.792415 6.378630 21.071760
O 12.594765 6.196910 21.748620
C 12.136805 7.137910 22.705360
H 14.254855 7.531230 15.189800
H 12.932675 6.677510 15.970030
H 14.289715 7.422380 16.919280
H 11.134725 8.124020 17.038870
H 11.359095 9.788530 16.905590
H 11.875515 9.347420 19.211050
H 13.493685 9.522530 18.498210
H 13.601135 8.493100 20.887160
H 14.847145 7.880870 19.824190
H 14.617875 6.200440 21.760940
H 13.840175 5.614560 20.295870
H 12.995425 7.463140 23.292790
H 11.428315 6.743960 23.434020
H 11.667375 8.005540 22.241740
C 12.049165 9.996330 9.583060
C 10.841985 10.497410 8.773850
O 9.757575 10.205090 9.540120
C 10.066695 9.518640 10.633790
O 9.278435 9.086060 11.438110
O 11.389795 9.371660 10.694500
H 12.679095 10.805080 9.953490
H 12.576215 9.288280 8.943540
H 10.676835 10.013250 7.811340
H 11.053955 11.557590 8.635340

Forces on the atoms, in the same order (eV/Å):
1.2157 0.1463 0.4754
-0.6499 -0.0912 -0.0008
-0.2838 -0.1714 0.2466
-0.1188 0.1310 -1.0515
-0.2555 -0.0573 0.2970
-0.2302 0.4153 0.3761
-0.0435 -0.1355 0.1317
0.4630 0.4548 -0.2563
-0.4294 -0.2968 -0.2475
0.1742 -0.3678 -0.1880
-0.8282 -0.7179 -0.3993
0.8920 0.0617 -0.4258
-0.3741 0.9033 0.3663
0.3785 0.1352 0.7582
0.0265 -0.3056 -0.3670
-0.3103 -0.4461 -0.1499
-0.5454 1.3879 0.1052
0.6055 -1.0205 -0.3178
-0.6955 0.6536 0.0362
-0.8291 -0.7524 -1.0399
0.4478 1.6262 -0.5671
1.0153 -0.6109 1.9730
-0.0325 1.9767 0.3609
-0.0089 0.3681 -0.5708
0.4465 -0.1002 0.0705
0.2218 -0.6263 -0.0350
-0.6548 -0.2494 0.0603
-0.0838 0.2771 -0.6337
-0.1761 0.0860 0.2117
0.6671 -0.4341 0.7684
-0.0460 -0.1558 0.7549
-0.5172 0.1221 0.0338
0.1973 -0.1101 -0.5328
0.2746 -0.5584 -0.8856
0.2277 -0.3545 -0.0615
-0.3021 -0.2978 0.2174
0.0731 -0.3259 -0.2917
-0.0875 -0.5323 0.5065
0.1065 -0.0249 -0.9451
-0.1668 0.2461 0.6805
0.6217 -0.1971 1.7246
-0.3559 -0.0003 0.5197
1.1386 -2.2004 0.3723
-1.1673 1.0389 0.0588
-0.3410 0.5218 -1.7029
-1.7699 -0.7630 0.3663
1.1557 0.4336 -0.1470
-0.0761 -0.0115 -0.0961
0.0811 -0.2470 0.3070
-0.3653 0.1210 0.3901
0.2267 -0.6754 -0.0777
0.5022 0.3499 -0.1356
-0.3325 0.9668 -0.4204
0.0493 0.3615 -0.3737
0.0378 0.4027 0.0539
0.1647 -0.2679 -0.1245
0.4748 0.6605 -0.1177
-0.1313 -0.5554 0.3162
0.1277 0.3713 0.1801
-0.0112 -0.6734 -0.4827
0.0269 0.1036 -0.1547
-0.8377 -0.4111 -0.5337
2.0734 0.7260 -1.1651
-2.5615 0.5058 0.7528
-0.8861 -0.6560 1.1839
1.0500 0.6006 -0.9564
1.3285 -0.5790 0.3973
0.0427 -0.2554 -0.0465
0.4458 -0.2002 0.7319
0.4583 0.0440 -0.0864
-0.9343 0.2368 -0.1969

Charges computed using Mulliken, reported in e: 0.964, -0.115, -0.146, -0.153, -0.618, -0.105, -0.128, 0.000, -0.149, 0.331, 0.617, -0.097, -0.153, -0.129, -0.302, -0.750, -0.335, -0.554, -0.205, -0.333, -0.194, -0.570, 0.093, -0.729, 0.313, 0.281, 0.306, 0.271, 0.387, 0.228, 0.221, -0.102, 0.483, 0.202, 0.380, 0.203, 0.374, 0.158, -0.320, -0.056, -0.648, -0.624, -0.345, -0.421, -0.628, -0.357, -0.670, -0.226, 0.351, 0.219, 0.372, 0.343, 0.416, 0.377, 0.398, 0.370, 0.409, 0.269, 0.327, 0.263, 0.219, 0.079, -0.327, -0.371, 0.478, -0.528, -0.075, -0.007, 0.197, 0.284, 0.285

Number 1: gap between HOMO and LUMO 6.94 eV. Number 2: gap between HOMO and LUMO 9.85 eV.